No. 1
Molecular formula: C4H11N4
Method: DFT, ωB97M-V with the def2-TZVPD basis set

Results
Structure (SMILES): [H]/N=N/NC(=[NH2+])C(C)C
Net charge: +1
LUMO (eV): -4.3

```
19
Properties=species:S:1:pos:R:3:nbo_charge:R:1
H -3.05816 -2.93117 0.33685 0.36
N -2.26699 -2.45592 0.62216 -0.31
N -2.05838 -1.42071 -0.02731 0.00
N -0.88945 -0.87113 0.25934 -0.42
C -0.50040 0.19409 -0.42752 0.61
N -1.34709 0.71528 -1.27152 -0.68
C 0.87695 0.79369 -0.23751 -0.28
C 1.90413 -0.30974 -0.36972 -0.63
C 0.83716 1.30498 1.18737 -0.60
H -0.46444 -1.20001 1.20558 0.44
H -1.14173 1.42486 -1.84538 0.41
H -2.28251 0.35308 -1.49169 0.44
H 1.04985 1.53123 -1.01302 0.24
H 2.19137 -0.72198 0.52679 0.23
H 2.89967 0.14320 -0.70382 0.25
H 1.79094 -0.96522 -1.19283 0.24
H 0.49538 0.50592 1.85139 0.21
H 0.11116 2.19208 1.26383 0.23
H 1.85255 1.71748 1.32701 0.25
```

=====

No. 2
Molecular formula: C4H11N4
Method: DFT, ωB97M-V with the def2-TZVPD basis set

Results
Structure (SMILES): N[C@H]1NCCC(=[NH2+])N1
Net charge: +1
LUMO (eV): -3.4

```
19
Properties=species:S:1:pos:R:3:nbo_charge:R:1
N 2.19596 -1.41393 -0.49715 -0.84
C 1.19279 -0.78847 0.15136 0.27
N 1.32942 0.66240 0.54984 -0.60
C 0.22102 1.13822 1.25389 -0.22
C -1.10700 1.16462 0.42061 -0.50
C -1.17219 -0.09079 -0.35727 0.55
N -2.24721 -0.35820 -1.01150 -0.72
N -0.12211 -0.81598 -0.59000 -0.57
H 2.75817 -2.04013 0.01509 0.41
H 2.68680 -0.96344 -1.27587 0.40
H 1.03080 -1.32314 1.17142 0.20
H 1.22602 1.26068 -0.33416 0.34
H 0.33504 2.22226 1.51407 0.23
H 0.02431 0.48288 2.19064 0.21
H -0.85409 1.97566 -0.42481 0.25
H -2.00174 1.47516 0.96102 0.27
H -2.97948 0.35346 -1.05488 0.43
H -2.51957 -1.28628 -1.47006 0.44
H 0.00305 -1.65500 -1.21224 0.44
```

=====

No. 3
Molecular formula: C4H11N4
Method: DFT, ωB97M-V with the def2-TZVPD basis set

Results
Structure (SMILES): CN=[N+]=N[C@@H](C)NC
Net charge: +1
LUMO (eV): -4.1

```
19
Properties=species:S:1:pos:R:3:nbo_charge:R:1
C 3.55978 0.34490 -0.03040 -0.41
N 2.22096 0.21325 0.45471 -0.14
N 1.25839 -0.31425 0.04122 0.39
N 0.25614 -0.79016 -0.24782 -0.10
C -1.31567 -0.64959 -0.33942 0.16
C -1.85181 -1.82075 0.48192 -0.60
N -1.67496 0.47614 0.19075 -0.56
C -1.32482 1.77992 -0.42767 -0.43
H 3.55074 0.71523 -0.96132 0.22
H 4.12657 0.95548 0.60348 0.25
H 3.88587 -0.78757 0.10768 0.24
H -1.32335 -0.81744 -1.42630 0.23
H -2.83077 -2.03313 0.05309 0.25
H -2.06759 -1.46436 1.48759 0.21
H -1.17870 -2.61335 0.41165 0.24
H -1.99729 0.35511 1.13056 0.41
H -0.22533 1.90381 -0.35153 0.18
H -1.49303 2.59350 0.25003 0.24
H -1.57513 1.95327 -1.42824 0.23
```

=====

No. 4
Molecular formula: C4H11N6O4
Method: DFT, ωB97M-V with the def2-TZVPD basis set

Results
Net charge: +1
LUMO (alpha / beta) (eV): -4.6 / -4.6

```
25
Properties=species:S:1:pos:R:3:nbo_charge:R:1
C 2.63481 0.14251 -0.21293 -0.41
C 1.64911 1.13788 -0.84150 -0.43
C 2.00370 -0.23410 1.12804 -0.26
C 0.31355 0.72580 -0.25844 0.28
N 0.59864 0.09955 0.99516 -0.05
N -2.92956 -0.35714 -0.08383 -0.10
N -0.39623 -0.35009 1.60746 -0.18
N -0.45559 -0.30244 -1.00634 0.15
N -0.65308 1.91200 -0.09743 0.54
N -3.61468 -1.23995 0.51242 -0.47
O -1.26849 -0.99258 -0.23121 -0.37
O 0.43865 -1.15667 -1.67677 -0.58
O -0.39033 2.64343 0.80798 -0.34
O -1.51657 1.99323 -0.91435 -0.31
H 2.72781 -0.73755 -0.84743 0.24
H 3.62054 0.58221 -0.08748 0.25
H 1.86541 2.16095 -0.52820 0.25
H 1.65254 1.08966 -1.92745 0.27
H 2.13498 -1.28776 1.38639 0.24
H 2.39757 0.37560 1.94718 0.25
H -0.01232 -1.50453 -2.46159 0.50
H -3.10051 -0.29302 -1.09224 0.38
H -0.16977 -1.08673 2.28137 0.37
H -3.56024 -1.22739 1.52431 0.40
H -3.96994 -2.09286 0.07689 0.39
```

=====

No. 5
Molecular formula: C4H11NO
Method: DFT, ωB97M-V with the def2-TZVPD basis set

Results
Spin multiplicity: 2
Expectation value of S²: 0.753
Net charge: -1
LUMO (alpha / beta) (eV): 4.3 / 4.2

```
17
Properties=species:S:1:pos:R:3:nbo_charge:R:1
C 1.03476 -1.88560 0.12617 -0.72
C 1.71355 -0.76753 0.73403 -0.69
H 0.76733 -1.48954 -0.89684 0.21
H 1.49188 -2.89727 -0.01242 0.18
H 0.02097 -2.11163 0.55462 0.19
H 2.83993 -0.72468 0.94049 0.18
H 1.68066 0.07450 0.09557 0.26
H 1.27149 -0.78837 1.84834 0.17
C -1.70148 1.80590 0.51780 -0.71
C -0.66983 1.27483 -0.53325 0.45
O 0.43797 1.77707 -0.74489 -0.82
N -1.03226 0.15420 -1.44422 -0.97
H -1.41070 2.89036 0.63488 0.20
H -1.56295 1.23276 1.41534 0.17
H -0.23875 -0.07517 -2.11899 0.39
H -1.94547 -0.38511 -1.38835 0.36
H -2.69710 1.91529 0.27172 0.16
```

=====

No. 6
Molecular formula: C4H11NO
Method: DFT, ωB97M-V with the def2-TZVPD basis set

Results
Spin multiplicity: 2
Expectation value of S²: 0.760
Net charge: -1
LUMO (alpha / beta) (eV): 4.2 / 4.1

```
17
Properties=species:S:1:pos:R:3:nbo_charge:R:1
C 0.00024 1.94210 -0.84351 -0.08
O -0.69736 1.79743 -2.00880 -0.94
C 0.65080 0.65429 -0.32230 -0.17
C 0.02052 -0.48571 0.27188 -0.47
C -0.21972 -1.66196 -1.16583 -0.18
N -1.00645 -1.00383 -2.18550 -0.93
H -0.65144 2.36658 -0.04128 0.09
H 0.84026 2.65161 -1.01174 0.09
H -0.76746 0.04090 -2.28062 0.44
H 1.72674 0.73063 -0.36791 0.15
H 0.82441 -0.13642 6.76507 0.00
H -1.04455 -0.47364 0.49859 0.20
H 0.51809 -1.12431 0.99790 0.18
H 0.83763 -1.92185 -1.27671 0.14
H -0.81513 -2.40662 -0.64307 0.15
H 0.70801 0.57932 6.64999 0.00
H -0.92461 -1.54851 -3.03614 0.33
```

=====

No. 7
Molecular formula: C4H11NO
Method: DFT, ωB97M-V with the def2-TZVPD basis set

Results
Structure (SMILES): C=CO.CNC
Net charge: 0
LUMO (eV): 0.9

```
17
Properties=species:S:1:pos:R:3:nbo_charge:R:1
C -1.62711 0.19416 1.68441 -0.60
C -2.60737 -0.23535 0.85874 0.19
O -2.45576 -0.27630 -0.47027 -0.67
H -1.56492 -0.09687 2.71985 0.21
H -1.22056 1.17095 1.41268 0.20
H -3.50106 -0.63353 1.32344 0.18
H -1.62877 0.13907 -0.76255 0.49
C 1.23491 -1.17704 -0.71423 -0.43
N 2.04107 -0.06844 -0.19417 -0.61
C 1.48074 1.18984 -0.57707 -0.41
H 0.27735 -1.24158 -0.19216 0.20
H 1.04402 -1.27351 -1.79269 0.16
H 1.77749 -2.09723 -0.46643 0.20
H 2.95038 -0.23019 -0.61200 0.35
H 1.38395 1.21886 -1.68617 0.15
H 1.97614 2.10895 -0.27658 0.21
H 0.43949 1.30821 -0.25481 0.18
```

=====

No. 8
Molecular formula: C4H11NO
Method: DFT, ωB97M-V with the def2-TZVPD basis set

Results
Structure (SMILES): CC(C)=CN.O
Net charge: 0
LUMO (eV): 0.8

```
17
Properties=species:S:1:pos:R:3:nbo_charge:R:1
C 0.29233 1.32602 1.27577 -0.63
C -0.44805 0.86807 0.06165 -0.08
C -1.84529 1.40784 -0.12932 -0.62
C 0.05434 0.03130 -0.85086 -0.01
N 1.25310 -0.65332 -0.69613 -0.84
H 1.32038 0.96333 1.28020 0.20
H 0.33958 2.40499 1.28445 0.21
H -0.13460 1.01802 2.21964 0.22
H -1.80696 2.47002 -0.34499 0.20
H -2.38588 0.80093 -0.85446 0.21
H -2.42890 1.27550 0.74615 0.21
H -0.35338 -0.14065 -1.83660 0.19
H 1.95743 -0.44971 -0.00957 0.38
H 1.72521 -0.94883 -1.52786 0.37
O 0.61777 -3.42990 0.13995 -0.94
H 1.28104 -4.08543 -0.11790 0.46
H 0.56189 -2.85818 -0.64013 0.47
```

=====

No. 9
Molecular formula: C4H11NO
Method: DFT, ωB97M-V with the def2-TZVPD basis set

Results
Structure (SMILES): C1CCNC1.O
Net charge: 0
LUMO (eV): 0.8

```
17
Properties=species:S:1:pos:R:3:nbo_charge:R:1
C 0.64187 1.13309 0.61617 -0.41
C -0.76533 0.37805 0.74528 -0.42
C -0.43077 -1.06060 0.67605 -0.24
N 1.00601 -1.29965 0.69864 -0.62
C 1.69253 0.03241 0.50539 -0.24
H 0.79499 1.73658 1.51388 0.20
H 0.53162 1.77885 -0.25778 0.20
H -1.04855 0.65434 1.76707 0.20
H -1.48019 0.83592 0.07177 0.22
H -0.92226 -1.59557 1.52500 0.18
H -0.93987 -1.55654 -0.14888 0.19
H 1.27661 -1.73414 1.56427 0.36
H 2.49747 0.25168 1.20893 0.20
H 2.05782 -0.05242 -0.51585 0.19
O -1.56461 -0.16759 -3.07680 -0.92
H -2.32877 0.08782 -3.60028 0.46
H -1.01858 0.57777 -3.29287 0.46
```

=====

No. 10
Molecular formula: C4H11NO
Method: DFT, ωB97M-V with the def2-TZVPD basis set

Results
Structure (SMILES): CC(N)=O.CC
Net charge: 0
LUMO (eV): 0.8

```
17
Properties=species:S:1:pos:R:3:nbo_charge:R:1
C 0.72660 1.32547 0.29542 -0.72
C -0.75378 1.55137 0.21442 0.66
N -1.49600 0.83197 -0.67566 -0.82
O -1.33280 2.23812 1.04263 -0.62
H 1.31676 2.23361 0.36694 0.25
H 1.11087 0.65867 -0.61167 0.20
H 0.95290 0.88376 1.27718 0.25
H -2.47684 0.70541 -0.44566 0.41
H -0.96191 0.13945 -1.17563 0.39
C 0.52691 -2.35713 -0.00741 -0.62
C 1.84840 -2.70853 -0.67709 -0.62
H 0.46046 -1.25560 0.15582 0.20
H -0.30833 -2.77518 -0.54121 0.21
H 0.51458 -2.76174 1.08137 0.21
H 2.54719 -3.29676 -0.10330 0.21
H 2.33029 -1.73100 -0.93989 0.20
H 1.66726 -3.30025 -1.55889 0.21
```

=====

Here are the calculated max |F| numbers, same order: 4.34; 5.46; 5.56; 1.33; 5.51; 3.81; 2.53; 1.30; 3.32; 3.00 (eV/A).
Here are the calculated DFT total energy numbers, same order: -10278.3232; -10279.9802; -10275.5082; -21440.3088; -7860.7210; -7859.9119; -7861.5616; -7863.3077; -7863.0779; -7863.8512 (eV).
Here are the calculated energy above the lowest of the compared OMol25 structures with the same formula, charge and spin numbers, same order: 66.10; 27.89; 131.02; 0.00; 41.34; 60.00; 69.00; 28.73; 34.03; 16.20 (kcal per mole).